This record from the Open Molecules 2025 dataset describes BCdH14O9P as an isolated structure at a distorted geometry. The level of theory is the ωB97M-V functional and the def2-TZVPD basis.

Calculated values
Orbital gap (alpha / beta) = 0.273 / 0.227 hartree
Total energy = -33182.461 eV
<S²> = 0.762

ORCA input file:
```
! RIJCOSX wB97M-V def2-TZVPD def2/J DEFGRID3
* xyz -1 2
Cd 0.035 0.053 0.208
P -0.994 0.351 -2.166
O -0.051 2.188 0.665
O -3.631 -1.170 0.107
O -1.390 -0.727 -3.111
O 0.408 -2.001 0.288
O -1.278 -0.245 1.969
O -1.551 1.537 -3.031
O -1.628 0.215 -0.745
O 0.446 0.468 -1.656
O 2.888 -0.098 -2.173
B 2.084 0.198 1.129
H 3.335 -0.609 -1.497
H 0.011 -2.713 0.791
H -1.761 0.558 2.164
H -2.783 -0.757 -0.056
H 1.015 -2.438 -0.308
H 2.491 -0.801 1.169
H 0.699 2.763 0.516
H -1.301 -0.744 2.785
H -4.093 -0.553 0.673
H 1.186 0.288 1.720
H 2.809 0.857 1.581
H 2.055 0.151 -1.774
H -0.810 2.770 0.636
H 1.807 0.456 0.118
*
```

This record from the Open Molecules 2025 dataset describes BClH4OP2SV as an isolated structure at a distorted geometry. The level of theory is the ωB97M-V functional and the def2-TZVPD basis.

Calculated values
Orbital gap = 0.159 hartree
Total energy = -70370.647 eV

ORCA input file:
```
! RIJCOSX wB97M-V def2-TZVPD def2/J DEFGRID3
* xyz 3 1
V -1.758 -1.825 -1.534
Cl 2.215 -1.807 0.770
S -1.934 -1.435 1.209
P -1.439 0.278 0.366
P 1.951 -0.102 -0.178
O 2.306 1.002 0.889
B 0.106 0.071 -0.778
H 2.486 1.837 0.377
H -1.343 1.304 1.337
H -2.504 0.660 -0.496
H -0.086 0.019 -1.962
*
```

This record from the Open Molecules 2025 dataset describes a 12-piece molecular cluster, BF4H22O11 overall at a distorted geometry. The level of theory is the ωB97M-V functional and the def2-TZVPD basis.

Calculated values
Energy above the lowest of the compared OMol25 structures with the same formula, charge and spin = 34.4 kcal/mol
Orbital gap = 0.404 hartree
Total energy = -34435.320 eV

ORCA input file:
```
! RIJCOSX wB97M-V def2-TZVPD def2/J DEFGRID3
* xyz -1 1
F -0.227 -0.525 -1.381
F 0.541 -0.089 0.594
F 0.534 1.539 -0.888
F -1.456 0.826 -0.060
O 2.160 -2.862 4.011
O -4.247 -0.198 -2.420
O 4.078 3.010 -3.140
O 1.575 5.416 -2.059
O -3.815 2.554 2.666
O 0.747 4.114 1.609
O -0.040 -2.315 -5.627
O -0.964 -3.958 2.581
O -3.189 -0.984 3.061
O -0.840 -4.034 -0.922
O 4.478 -1.580 0.434
B -0.184 0.470 -0.409
H 3.548 -1.782 0.330
H -0.082 -3.669 2.815
H -0.953 -4.206 0.013
H 1.257 6.319 -2.020
H -1.531 -3.552 3.237
H 1.267 3.879 2.378
H -3.470 0.057 -1.924
H 4.879 -1.872 -0.385
H -3.875 -1.299 2.472
H 2.458 -1.985 3.771
H 3.642 2.787 -3.963
H -3.672 2.859 1.770
H 3.393 3.412 -2.607
H 0.886 -2.551 -5.690
H 1.919 -2.789 4.935
H -3.509 1.647 2.663
H -0.518 -3.133 -0.963
H -2.452 -0.784 2.484
H 1.322 5.036 -1.217
H -0.125 -1.903 -4.768
H -4.168 -1.146 -2.520
H 0.631 3.289 1.137
*
```

This record from the Open Molecules 2025 dataset describes a 13-piece molecular cluster, BF4H24O12 overall at a distorted geometry. The level of theory is the ωB97M-V functional and the def2-TZVPD basis.

Calculated values
Energy above the lowest of the compared OMol25 structures with the same formula, charge and spin = 31.5 kcal/mol
Orbital gap = 0.303 hartree
Total energy = -36515.925 eV

ORCA input file:
```
! RIJCOSX wB97M-V def2-TZVPD def2/J DEFGRID3
* xyz -1 1
F -1.237 2.134 0.214
F -0.779 0.731 1.996
F -1.696 -0.157 0.101
F 0.420 0.727 0.090
O 2.166 2.383 2.191
O 2.811 2.403 -1.525
O -0.664 -1.882 2.489
O 1.132 0.418 -2.636
O 2.826 -0.557 -0.030
O -0.541 -2.378 -2.239
O 0.713 -2.275 0.156
O 1.034 3.869 0.237
O -1.586 1.650 -2.455
O -2.971 -1.231 -2.008
O 1.624 -0.131 3.123
O -2.114 -3.029 0.703
B -0.847 0.863 0.588
H -2.738 -0.732 -1.242
H -2.829 -2.668 0.217
H 1.353 0.088 -1.776
H -3.260 -2.153 -1.959
H 0.212 0.550 -2.433
H 0.145 -1.802 0.734
H -2.314 2.164 -2.731
H 2.451 2.797 3.019
H 2.378 2.918 -0.882
H -1.173 -1.068 2.383
H 2.118 1.845 -1.927
H 0.175 3.486 0.118
H 1.973 1.453 2.288
H 1.340 3.450 1.005
H 2.177 0.120 0.172
H 0.318 -2.220 -0.706
H -1.398 1.877 -1.565
H -0.846 -3.279 -2.086
H -2.369 -3.902 0.898
H -1.098 -2.548 1.850
H 1.375 -1.076 2.874
H -1.350 -1.823 -2.226
H 2.285 -1.337 -0.014
H 0.784 0.323 2.997
*
```

This record from the Open Molecules 2025 dataset describes a 13-piece molecular cluster, BF4H24O12 overall at a distorted geometry. The level of theory is the ωB97M-V functional and the def2-TZVPD basis.

Calculated values
Energy above the lowest of the compared OMol25 structures with the same formula, charge and spin = 27.5 kcal/mol
Orbital gap = 0.335 hartree
Total energy = -36516.098 eV

ORCA input file:
```
! RIJCOSX wB97M-V def2-TZVPD def2/J DEFGRID3
* xyz -1 1
F 0.187 0.161 -0.430
F 0.657 0.145 1.819
F 0.698 2.079 0.668
F 2.327 0.541 0.265
O -2.365 1.849 -1.118
O -1.624 3.471 0.962
O 1.268 -1.315 -3.425
O -2.551 0.258 1.011
O 3.441 -0.256 -2.289
O 3.271 -2.085 0.243
O -1.429 -1.540 -2.391
O 0.578 3.189 -1.874
O 0.585 -2.536 -0.281
O -1.561 1.204 3.274
O -1.395 -2.012 1.673
O 0.406 -1.791 3.631
B 0.960 0.684 0.563
H 0.474 2.916 -0.945
H 0.799 -0.943 3.467
H -1.572 -0.651 -2.692
H -0.716 1.110 2.950
H 2.465 -2.462 -0.131
H -2.098 2.549 -0.579
H 0.328 -1.646 -0.086
H -1.983 -2.041 -2.981
H 3.426 -0.120 -1.374
H -1.426 4.368 0.951
H -1.589 1.565 -1.594
H -3.454 -0.059 0.925
H 1.195 2.542 -2.276
H -2.138 0.942 2.541
H -2.284 0.666 0.176
H 0.847 -2.509 3.229
H 1.548 -2.138 -3.095
H -0.123 -3.104 -0.649
H 0.426 -1.203 -3.004
H -1.916 -1.197 1.506
H -0.765 3.044 1.149
H 2.664 -0.780 -2.551
H -0.672 -1.728 2.283
H 3.131 -1.176 0.464
*
```

This record from the Open Molecules 2025 dataset describes a 13-piece molecular cluster, BF4H24O12 overall at a distorted geometry. The level of theory is the ωB97M-V functional and the def2-TZVPD basis.

Calculated values
Energy above the lowest of the compared OMol25 structures with the same formula, charge and spin = 2.7 kcal/mol
Orbital gap (alpha / beta) = 0.396 / 0.114 hartree
Total energy = -36508.356 eV
<S²> = 0.757

ORCA input file:
```
! RIJCOSX wB97M-V def2-TZVPD def2/J DEFGRID3
* xyz 0 2
F -0.129 0.030 -1.442
F -0.754 -1.266 0.296
F -1.846 0.549 -0.162
F 0.209 0.799 0.633
O 1.618 2.481 -1.589
O 1.857 -1.348 -4.036
O -3.361 -2.172 0.875
O -1.789 2.321 -2.250
O -0.071 4.022 2.123
O -1.522 -0.886 3.065
O 2.084 2.363 1.169
O 0.950 0.434 3.570
O -1.330 -4.835 0.679
O 2.547 -1.013 -0.366
O 1.330 -2.301 1.889
O 0.278 0.930 -4.520
B -0.624 0.055 -0.171
H -1.223 1.786 -1.694
H 1.731 -2.060 -3.409
H 0.106 1.658 -5.117
H -0.587 0.668 -4.205
H -2.371 2.771 -1.637
H -1.138 -4.681 1.604
H 1.632 -0.842 -0.587
H 0.537 3.643 1.489
H 1.343 1.577 -1.741
H 0.218 -0.153 3.382
H 2.510 -1.468 0.475
H 1.462 1.636 1.193
H -2.690 -2.346 0.215
H 2.328 2.439 0.247
H 0.688 1.273 3.193
H -1.372 -3.960 0.293
H -1.731 -0.597 2.177
H -3.762 -1.348 0.598
H 1.240 -0.671 -3.757
H 2.519 2.515 -1.911
H 0.635 -1.827 1.431
H 1.325 -1.938 2.775
H -0.856 3.478 2.059
H -1.991 -1.715 3.164
*
```

This record from the Open Molecules 2025 dataset describes a 8-piece molecular cluster, BH18O7 overall at a distorted geometry. The level of theory is the ωB97M-V functional and the def2-TZVPD basis.

Calculated values
Energy above the lowest of the compared OMol25 structures with the same formula, charge and spin = 53.1 kcal/mol
Orbital gap = 0.341 hartree
Total energy = -15300.195 eV

ORCA input file:
```
! RIJCOSX wB97M-V def2-TZVPD def2/J DEFGRID3
* xyz -1 1
O -2.740 -1.381 -2.594
O 3.969 0.061 -0.336
O 1.104 0.616 3.516
O 1.849 -3.361 -0.289
O -2.552 -0.926 2.183
O -0.432 2.190 -2.674
O -1.457 3.362 1.381
B 0.216 0.016 -0.291
H 3.134 -0.094 -0.186
H -3.535 -0.815 2.216
H 0.615 -0.352 -1.352
H -1.218 4.052 0.835
H -3.571 -1.731 -2.165
H 0.820 0.999 0.030
H 1.105 1.178 2.686
H 1.998 -3.593 -1.241
H 1.307 -2.581 -0.137
H 0.373 -0.995 0.474
H -0.255 1.286 -2.166
H -1.076 0.384 -0.238
H -2.044 -0.501 1.522
H -2.027 -1.237 -1.803
H -0.174 1.773 -3.474
H 1.457 -0.306 3.537
H 4.662 -0.627 -0.223
H -1.530 2.583 0.801
*
```

This record from the Open Molecules 2025 dataset describes a 8-piece molecular cluster, BH18O7 overall at a distorted geometry. The level of theory is the ωB97M-V functional and the def2-TZVPD basis.

Calculated values
Energy above the lowest of the compared OMol25 structures with the same formula, charge and spin = 66.2 kcal/mol
Orbital gap = 0.343 hartree
Total energy = -15299.628 eV

ORCA input file:
```
! RIJCOSX wB97M-V def2-TZVPD def2/J DEFGRID3
* xyz -1 1
O -32.676 -11.100 47.119
O -33.836 -12.835 40.371
O -29.527 -14.769 43.218
O -29.651 -10.145 43.011
O -31.625 -16.053 42.464
O -30.964 -13.837 47.689
O -35.626 -12.855 42.957
B -32.056 -12.598 44.057
H -32.701 -11.684 44.087
H -32.169 -15.658 42.981
H -30.526 -12.924 47.548
H -32.219 -13.370 45.003
H -31.635 -13.931 46.948
H -35.395 -13.164 43.965
H -28.670 -10.438 43.025
H -32.237 -13.273 43.141
H -30.182 -13.934 43.249
H -32.169 -11.145 46.360
H -34.654 -13.011 42.552
H -30.734 -15.694 42.957
H -29.912 -11.046 43.426
H -32.954 -12.291 40.483
H -30.882 -12.283 44.146
H -33.270 -13.514 39.981
H -29.309 -15.090 44.103
H -32.549 -10.136 47.269
*
```

This record from the Open Molecules 2025 dataset describes a 9-piece molecular cluster, BH20O8 overall at a distorted geometry. The level of theory is the ωB97M-V functional and the def2-TZVPD basis.

Calculated values
Energy above the lowest of the compared OMol25 structures with the same formula, charge and spin = 62.6 kcal/mol
Orbital gap = 0.357 hartree
Total energy = -17379.838 eV

ORCA input file:
```
! RIJCOSX wB97M-V def2-TZVPD def2/J DEFGRID3
* xyz -1 1
O 7.815 53.244 45.412
O 8.880 49.584 49.865
O 9.122 56.386 48.474
O 8.845 55.733 51.496
O 10.417 53.147 52.193
O 5.814 54.369 51.302
O 4.789 52.342 48.957
O 11.329 51.776 46.816
B 8.603 52.841 49.014
H 8.186 51.951 48.524
H 11.359 52.557 46.190
H 8.479 53.978 48.286
H 10.528 52.531 51.453
H 4.436 52.597 48.000
H 10.627 51.947 47.424
H 5.716 52.378 49.325
H 7.795 52.929 50.092
H 8.574 50.507 49.675
H 8.002 55.757 52.040
H 9.767 49.705 49.557
H 9.260 55.204 48.365
H 9.776 53.703 51.789
H 6.278 53.984 52.156
H 6.193 53.754 50.690
H 9.686 52.701 49.363
H 7.949 53.121 46.278
H 8.733 53.248 45.060
H 8.187 56.423 47.971
H 8.688 55.738 50.542
*
```

This record from the Open Molecules 2025 dataset describes BH22NiO9 as an isolated structure at a distorted geometry. The level of theory is the ωB97M-V functional and the def2-TZVPD basis.

Calculated values
Energy above the lowest of the compared OMol25 structures with the same formula, charge and spin = 483.3 kcal/mol
Orbital gap (alpha / beta) = 0.288 / 0.316 hartree
Total energy = -60475.388 eV
<S²> = 2.006

ORCA input file:
```
! RIJCOSX wB97M-V def2-TZVPD def2/J DEFGRID3
* xyz 1 3
Ni 0.744 -0.579 -1.041
O -1.765 -0.289 1.380
O -1.955 1.641 -0.548
O -0.676 -1.251 -1.227
O 0.815 2.373 1.618
O 0.606 0.366 -2.296
O 2.284 -0.261 -0.920
O 0.986 -0.072 2.568
O 0.879 -1.889 -0.068
O -2.765 -0.534 -0.597
B 0.190 0.514 0.081
H 1.102 -0.978 2.853
H -0.247 1.009 0.935
H -0.473 0.498 -0.770
H 2.929 -0.963 -0.840
H 1.031 1.793 2.348
H 1.113 -0.101 1.619
H -1.461 -1.163 1.627
H -0.967 0.183 1.143
H 0.017 0.479 -3.042
H -0.833 -2.171 -1.436
H -1.550 -0.873 -1.135
H 1.150 0.924 -0.190
H 1.041 -2.826 -0.181
H 0.344 -0.498 0.420
H -2.539 -0.432 0.327
H -2.471 0.279 -1.008
H 1.443 0.723 -2.595
H -1.037 1.412 -0.401
H -2.227 2.073 0.262
H 1.104 -1.715 0.846
H 2.765 0.534 -0.693
H 0.423 1.797 0.962
*
```

This record from the Open Molecules 2025 dataset describes a 12-piece molecular cluster, BH26O11 overall at a distorted geometry. The level of theory is the ωB97M-V functional and the def2-TZVPD basis.

Calculated values
Energy above the lowest of the compared OMol25 structures with the same formula, charge and spin = 64.8 kcal/mol
Orbital gap = 0.310 hartree
Total energy = -23620.234 eV

ORCA input file:
```
! RIJCOSX wB97M-V def2-TZVPD def2/J DEFGRID3
* xyz -1 1
O -1.529 -2.923 5.144
O 3.319 -2.535 1.386
O 2.559 1.138 -3.742
O 3.147 -3.792 -3.743
O -3.676 -1.340 -1.054
O -3.769 0.768 2.655
O 2.534 2.328 4.331
O -1.941 0.801 -5.412
O -0.348 5.741 -2.573
O -1.310 -4.028 0.975
O 0.517 4.044 0.988
B 0.017 0.182 -0.215
H 2.926 1.461 4.222
H 0.493 3.154 0.637
H 2.571 -2.061 1.021
H -0.816 -3.347 0.519
H -0.297 -0.022 0.797
H -0.784 -3.467 5.402
H 3.470 1.410 -3.636
H -0.991 5.275 -3.108
H 1.235 4.033 1.621
H -0.665 0.883 -0.670
H -2.827 -0.981 -0.798
H 1.030 0.545 -0.140
H -2.205 -3.934 0.650
H -1.203 0.848 -4.805
H -2.312 -0.071 -5.272
H 1.876 2.209 5.016
H 3.298 -4.673 -3.399
H 3.504 -2.091 2.213
H -2.884 0.655 2.308
H 2.270 0.916 -2.857
H 2.665 -3.343 -3.049
H -4.293 -0.969 -0.424
H -3.692 1.492 3.276
H -1.487 -2.897 4.188
H 0.026 -0.756 -0.747
H -0.428 5.346 -1.704
*
```

This record from the Open Molecules 2025 dataset describes BH3O2 in the gas phase at a distorted geometry. The level of theory is the ωB97M-V functional and the def2-TZVPD basis.

Calculated values
Energy above the lowest of the compared OMol25 structures with the same formula, charge and spin = 9.0 kcal/mol
Orbital gap = 0.444 hartree
Total energy = -4821.906 eV
Structure (SMILES) = OBO

ORCA input file:
```
! RIJCOSX wB97M-V def2-TZVPD def2/J DEFGRID3
* xyz 0 1
O 0.435 1.293 0.230
O -0.498 -0.829 0.450
B 0.037 0.116 -0.447
H -1.082 -1.464 0.043
H 0.619 1.140 1.173
H 0.489 -0.256 -1.449
*
```